Entry 1:
Formula: C54H108NO16Rb
Source: OMol25
Level of theory: wB97M-V/def2-TZVPD

Last column: Löwdin charge in e.
CARTESIAN COORDINATES (ANGSTROEM)
Rb -3.808 -2.201 -2.592  0.786
C -1.421 0.846 -2.611  -0.024
C -0.113 0.300 -1.901  -0.426
C 0.482 1.447 -1.026  -0.123
C -0.171 1.607 0.356  -0.214
C -0.165 0.365 1.103  -0.159
C -0.804 -0.872 0.380  -0.430
N -0.385 -0.934 -1.064  -0.181
O -0.780 -2.116 -1.832  -0.384
C -2.353 -0.777 0.460  -0.052
C -0.279 -2.153 1.138  -0.020
C 0.991 0.065 -2.958  -0.039
H -1.247 1.860 -2.972  0.058
H -2.322 0.856 -1.997  0.051
H -1.720 0.273 -3.489  0.041
H 0.367 2.452 -1.431  0.090
H 1.533 1.288 -0.782  0.098
H -1.205 1.918 0.209  0.092
H 0.353 2.388 0.908  0.100
H -0.746 0.628 1.986  0.104
H 0.815 0.063 1.472  0.106
H -2.743 -0.804 1.477  0.070
H -2.806 -1.600 -0.092  0.004
H -2.774 0.109 -0.016  0.058
H -0.821 -3.052 0.845  0.061
H -0.519 -2.061 2.198  0.054
H 0.788 -2.346 1.027  0.068
H 0.670 -0.702 -3.662  0.075
H 1.943 -0.235 -2.522  0.059
H 1.198 0.935 -3.581  0.066
C -0.773 0.119 -6.363  -0.015
C -0.478 -1.136 -7.236  -0.452
O 0.235 -2.023 -6.760  0.057
C -1.144 -1.195 -8.569  -0.033
H -0.901 0.987 -7.009  0.071
H -0.066 0.307 -5.556  0.059
H -1.774 0.014 -5.943  0.073
H -0.680 -1.902 -9.257  0.086
H -1.104 -0.227 -9.070  0.079
H -2.207 -1.424 -8.500  0.087
C 4.003 6.300 -3.618  -0.002
C 2.670 6.000 -2.878  -0.426
O 1.755 6.817 -2.890  0.038
C 2.536 4.669 -2.167  -0.015
H 3.818 7.214 -4.182  0.077
H 4.308 5.498 -4.290  0.052
H 4.811 6.612 -2.956  0.084
H 3.547 4.410 -1.854  0.082
H 1.934 3.961 -2.737  0.057
H 2.039 4.829 -1.211  0.072
C -1.825 -4.977 3.336  -0.019
C -0.986 -6.228 3.099  -0.468
O 0.227 -6.181 2.930  0.054
C -1.798 -7.477 3.259  -0.014
H -1.211 -4.087 3.474  0.050
H -2.270 -5.073 4.327  0.091
H -2.493 -4.679 2.528  0.056
H -1.133 -8.240 3.665  0.092
H -2.061 -7.944 2.310  0.069
H -2.672 -7.255 3.872  0.082
C 5.246 3.143 -5.735  -0.022
C 4.138 2.425 -4.988  -0.477
O 3.025 2.859 -5.120  0.048
C 4.427 1.249 -4.049  0.002
H 6.160 3.163 -5.143  0.081
H 4.964 4.172 -5.959  0.070
H 5.450 2.543 -6.623  0.088
H 3.602 0.700 -3.597  0.054
H 5.000 1.610 -3.195  0.085
H 5.049 0.518 -4.567  0.085
C -2.324 -6.017 -0.745  0.001
C -3.245 -7.044 -0.154  -0.463
O -2.821 -8.190 0.007  0.035
C -4.598 -6.639 0.401  -0.003
H -2.935 -5.177 -1.077  0.063
H -1.909 -6.423 -1.667  0.096
H -1.476 -5.763 -0.110  0.083
H -4.733 -7.054 1.400  0.086
H -5.434 -6.917 -0.240  0.094
H -4.598 -5.556 0.523  0.037
C -4.501 2.277 1.911  -0.017
C -5.181 1.361 2.918  -0.540
O -4.598 0.578 3.588  0.087
C -6.663 1.529 3.066  -0.029
H -4.885 1.986 0.934  0.087
H -3.418 2.160 1.952  0.067
H -4.744 3.306 2.174  0.089
H -7.201 1.244 2.162  0.079
H -6.926 2.506 3.473  0.090
H -7.007 0.855 3.851  0.084
C -4.717 -3.085 1.996  -0.023
C -5.632 -2.731 0.888  -0.482
O -5.560 -3.263 -0.244  -0.048
C -6.604 -1.651 1.168  -0.005
H -5.232 -3.909 2.490  0.110
H -4.408 -2.365 2.754  0.098
H -3.843 -3.442 1.452  0.066
H -6.074 -0.706 1.051  0.087
H -6.918 -1.806 2.200  0.098
H -7.506 -1.691 0.557  0.096
C 1.610 0.980 7.454  -0.003
C 0.470 0.338 6.716  -0.523
O -0.246 -0.466 7.240  0.064
C 0.330 0.591 5.252  -0.011
H 1.229 1.751 8.124  0.091
H 2.254 1.460 6.717  0.080
H 2.194 0.202 7.947  0.088
H 1.147 0.062 4.761  0.070
H 0.344 1.672 5.109  0.060
H -0.577 0.132 4.859  0.089
C -0.180 3.885 -4.972  -0.023
C -1.053 5.057 -4.885  -0.487
O -2.204 4.950 -4.490  0.053
C -0.529 6.400 -5.376  -0.010
H 0.303 3.925 -5.948  0.093
H -0.789 2.983 -4.900  0.069
H 0.539 3.778 -4.160  0.062
H -0.159 7.056 -4.589  0.072
H -1.268 6.941 -5.969  0.083
H 0.312 6.243 -6.051  0.072
C 3.925 -6.213 -1.298  -0.027
C 2.834 -5.187 -1.548  -0.498
O 2.785 -4.543 -2.574  0.065
C 1.679 -5.269 -0.544  -0.022
H 4.138 -6.211 -0.229  0.082
H 4.800 -5.890 -1.862  0.077
H 3.546 -7.178 -1.634  0.091
H 1.337 -6.284 -0.338  0.082
H 0.772 -4.809 -0.936  0.069
H 1.978 -4.742 0.361  0.079
C 3.701 2.422 1.150  -0.023
C 4.231 1.814 2.369  -0.452
O 5.042 2.394 3.123  0.031
C 3.826 0.371 2.726  -0.005
H 2.637 2.657 1.177  0.074
H 3.992 1.775 0.323  0.075
H 4.229 3.366 1.019  0.088
H 2.785 0.275 3.034  0.056
H 4.378 0.051 3.609  0.074
H 4.058 -0.325 1.919  0.058
C -0.666 5.651 -1.111  -0.009
C -2.205 5.696 -0.952  -0.461
O -2.804 6.732 -1.257  0.050
C -2.882 4.467 -0.531  -0.024
H -0.256 6.495 -1.664  0.068
H -0.381 4.714 -1.589  0.053
H -0.147 5.614 -0.153  0.076
H -3.115 4.449 0.533  0.061
H -2.285 3.590 -0.779  0.066
H -3.876 4.497 -0.978  0.097
C 0.985 -2.906 4.755  -0.012
C 2.166 -2.537 5.707  -0.479
O 3.092 -1.897 5.278  0.058
C 2.190 -3.056 7.122  -0.018
H 0.073 -2.675 5.306  0.078
H 1.061 -3.970 4.528  0.074
H 0.971 -2.428 3.776  0.058
H 2.075 -4.139 7.084  0.084
H 1.345 -2.595 7.634  0.074
H 3.116 -2.898 7.673  0.086
C -1.137 4.054 3.225  -0.011
C 0.248 4.652 3.489  -0.478
O 0.951 5.049 2.582  0.056
C 0.790 4.668 4.896  -0.013
H -1.017 2.976 3.121  0.069
H -1.707 4.455 2.386  0.063
H -1.761 4.287 4.089  0.080
H 0.447 3.780 5.426  0.053
H 0.375 5.503 5.461  0.094
H 1.867 4.571 4.760  0.094
C 3.217 -1.618 -0.345  -0.031
C 4.565 -1.382 -1.008  -0.448
O 5.202 -0.339 -0.766  0.024
C 5.084 -2.458 -1.900  -0.018
H 2.655 -0.688 -0.263  0.061
H 3.405 -2.187 0.565  0.092
H 2.532 -2.248 -0.913  0.074
H 4.690 -2.489 -2.916  0.096
H 4.939 -3.445 -1.460  0.063
H 6.164 -2.347 -1.991  0.085

Output
Energy: -3404.815252 a.u.
Strongest force on any atom: 0.0717 hartree/bohr
ΔE to the lowest compared entry with this formula, charge and spin: 16.3 kcal/mol

Entry 2:
Formula: C3H2S3
Source: OMol25
Level of theory: wB97M-V/def2-TZVPD

Last column: natural (NBO) charge in e.
CARTESIAN COORDINATES (ANGSTROEM)
C -0.139 1.151 0.610  -0.323
C 0.567 -0.020 0.042  -0.218
C -0.319 -1.084 -0.577  -0.390
H 0.284 1.405 1.733  0.249
H 0.235 -1.758 -1.346  0.233
S -1.183 2.004 -0.374  0.137
S 2.223 -0.145 -0.153  0.123
S -1.668 -1.553 0.064  0.190

Output
Energy: -1309.969597 a.u.
Strongest force on any atom: 0.0700 hartree/bohr
ΔE to the lowest compared entry with this formula, charge and spin: 59.2 kcal/mol

Entry 3:
Formula: C33H36ClCrIN5OS
Source: OMol25
Level of theory: wB97M-V/def2-TZVPD

Last column: Löwdin spin population.
CARTESIAN COORDINATES (ANGSTROEM)
Cr -1.420 0.475 1.263  3.556
Cl -4.545 6.531 -0.225  0.003
C -3.850 5.148 0.589  0.016
C -3.802 5.137 1.958  -0.005
C -3.258 4.042 2.634  0.015
I -3.175 4.014 4.726  0.003
C -2.736 2.933 1.965  0.004
O -2.225 1.903 2.528  0.022
C -2.791 2.975 0.528  0.014
N -2.261 1.879 -0.087  0.005
C -2.292 1.844 -1.409  0.050
C -2.826 2.877 -2.182  -0.002
C -3.350 3.993 -1.582  0.045
C -3.348 4.068 -0.174  0.000
H -4.189 5.982 2.510  -0.001
H -1.883 0.950 -1.858  0.002
H -2.814 2.792 -3.261  -0.001
H -3.763 4.803 -2.166  0.003
C -1.748 -1.196 2.678  -0.033
C -0.578 -2.071 2.841  0.004
C -0.184 -2.990 1.849  -0.005
C 0.967 -3.749 1.979  0.001
C 1.778 -3.633 3.105  -0.004
C 1.399 -2.750 4.108  0.001
C 0.243 -1.994 3.980  -0.005
H -2.013 -0.742 3.640  0.002
H -2.608 -1.746 2.291  0.006
H -0.794 -3.072 0.959  0.000
H 1.239 -4.447 1.193  0.000
H 2.680 -4.226 3.201  0.000
H 2.010 -2.657 4.999  0.000
H -0.041 -1.317 4.780  0.000
C 5.700 -0.141 -1.665  0.000
C 4.272 -0.579 -1.363  0.001
N 3.395 0.559 -1.134  0.005
C 2.176 0.764 -1.682  0.006
S 1.073 1.778 -0.967  0.009
N 1.892 0.053 -2.830  0.003
C 2.721 0.245 -4.025  0.000
C 2.145 1.320 -4.940  0.000
H 6.317 -1.005 -1.918  0.000
H 6.146 0.351 -0.799  0.000
H 5.721 0.560 -2.500  0.000
H 4.264 -1.219 -0.475  0.000
H 3.867 -1.165 -2.183  0.000
H 3.532 1.075 -0.277  0.000
H 0.905 0.140 -3.031  0.000
H 2.800 -0.706 -4.559  0.000
H 3.723 0.532 -3.709  0.000
H 1.209 0.984 -5.389  0.000
H 2.843 1.561 -5.743  0.000
H 1.944 2.227 -4.368  0.000
N 4.969 0.627 5.099  0.019
C 3.990 0.635 4.495  0.007
C 2.774 0.650 3.748  0.035
C 2.658 -0.036 2.540  -0.004
C 1.466 0.012 1.855  0.044
N 0.383 0.686 2.284  0.045
C 0.491 1.317 3.466  0.034
C 1.649 1.333 4.213  -0.002
H 3.488 -0.621 2.166  -0.001
H 1.332 -0.540 0.933  0.005
H -0.402 1.824 3.806  0.002
H 1.684 1.865 5.154  -0.001
C -1.876 -2.247 -3.440  0.004
C -2.529 -2.589 -2.094  0.013
C -2.146 -4.018 -1.690  0.003
C -4.055 -2.488 -2.227  0.005
C -2.069 -1.641 -1.064  0.069
C -1.679 -0.877 -0.194  0.000
H -2.185 -2.956 -4.215  0.001
H -0.789 -2.281 -3.350  0.000
H -2.164 -1.242 -3.756  0.000
H -2.476 -4.736 -2.447  0.000
H -2.609 -4.279 -0.737  0.000
H -1.064 -4.104 -1.576  0.000
H -4.426 -3.179 -2.992  0.001
H -4.346 -1.473 -2.502  0.000
H -4.533 -2.729 -1.277  0.000

Output
Energy: -3828.703643 a.u.
Total charge: -1
Strongest force on any atom: 0.0318 hartree/bohr
ΔE to the lowest compared entry with this formula, charge and spin: 26.8 kcal/mol
2S+1: 5

- Among the records above, which one has the highest ΔE to the lowest compared entry with this formula, charge and spin?
  C3H2S3

- Which formula does entry 1 have?
  C54H108NO16Rb